The following is a quantum chemistry calculation of the molecule C9H8N4, from the OMol25 dataset.

Properties
F_max ... 0.07651 hartree/bohr
Structure (SMILES) ... C1=N\N=C/C/N=c2/cncc/c2=C/1
Total charge ... 0
HOMO-LUMO gap (alpha / beta) ... 6.96 / 6.96 eV

Each atom is followed by the atoms it is bonded to, with distances in Å.
Positions of all 21 atoms, in Å:
1 C -0.16017 1.86819 1.69499  N2 1.333, C13 1.417, H14 1.120
2 N 1.05757 1.41994 1.99862  C1 1.333, N3 1.213
3 N 2.02595 1.20816 1.30003  N2 1.213, C4 1.226
4 C 2.62798 0.34650 0.66949  N3 1.226, C5 1.558, H15 1.124
5 C 1.95841 -1.05980 0.69382  C4 1.558, N6 1.447, H16 1.125, H17 1.037
6 N 0.52921 -1.07306 0.92022  C5 1.447, C7 1.289
7 C -0.35727 -0.68958 0.06730  N6 1.289, C8 1.452, C12 1.406
8 C -1.07556 -1.85603 -0.41462  C7 1.452, N9 1.276, H18 1.004
9 N -1.92040 -1.85033 -1.37142  C8 1.276, C10 1.378
10 C -2.29073 -0.66642 -1.97238  N9 1.378, C11 1.376, H19 1.072
11 C -1.83336 0.53587 -1.48250  C10 1.376, C12 1.453, H20 1.081
12 C -0.87581 0.53511 -0.38977  C7 1.406, C11 1.453, C13 1.419
13 C -0.83810 1.66597 0.46684  C1 1.417, C12 1.419, H21 0.998
14 H -0.51466 2.53018 2.52596  C1 1.120
15 H 3.45868 0.42924 -0.08310  C4 1.124
16 H 2.22110 -1.46984 -0.32064  C5 1.125
17 H 2.27926 -1.74000 1.40808  C5 1.037
18 H -0.72996 -2.69418 0.01754  C8 1.004
19 H -2.98797 -0.81877 -2.77219  C10 1.072
20 H -2.10814 1.43750 -2.01225  C11 1.081
21 H -1.53766 2.32808 0.20460  C13 0.998